C14H6BeClI2N4O as an isolated structure, computed with ωB97M-V/def2-TZVPD.

Atoms and positions in Å:
Be 1.27 -0.32 0.16
I 0.35 3.68 2.90
C -0.84 2.11 2.20
C -2.20 2.05 2.55
C -3.02 1.05 2.13
I -5.03 1.05 2.71
C -2.51 0.01 1.30
C -3.22 -1.09 0.77
C -2.56 -2.01 -0.02
C -1.20 -1.84 -0.29
N -0.52 -0.82 0.19
C -1.15 0.09 0.96
C -0.26 1.14 1.39
O 0.95 1.07 0.99
H -2.59 2.84 3.18
H -4.27 -1.21 0.99
H -3.09 -2.86 -0.43
H -0.65 -2.54 -0.91
Cl 3.99 -1.29 0.77
C 2.20 -1.59 0.94
H 2.03 -1.65 2.02
H 2.06 -2.59 0.54
N 1.64 -0.02 -1.48
C 2.24 0.30 -2.41
C 2.92 0.68 -3.56
C 2.68 1.96 -4.11
N 2.49 3.00 -4.57
C 3.79 -0.23 -4.19
N 4.50 -0.98 -4.71

HOMO energy, Eh: -0.200
LUMO energy, hartree: 0.067
Kohn-Sham gap, Ha: 0.267
F_max, Eh/bohr: 0.0052
Charge: -1
E, a.u.: -1901.90113

One molecule with the formula C4H9BN2 at a distorted geometry, computed with ωB97M-V/def2-TZVPD.

Atoms and positions in Å:
B 0.81 0.08 -0.13
C 0.49 2.11 1.43
C -0.90 1.52 1.34
C -0.89 -1.87 -0.97
C 0.34 -2.03 -1.79
N 0.21 0.98 0.65
N 0.25 -1.00 -0.75
H 2.01 0.34 -0.37
H 0.88 3.02 0.93
H 0.93 1.98 2.47
H -1.34 1.08 2.26
H -1.69 2.15 0.97
H -1.56 -1.32 -1.56
H -0.99 -2.48 -0.06
H 1.05 -2.83 -1.60
H 0.39 -1.71 -2.80

HOMO energy (spin up / spin down), Eh: -0.094 / -0.385
LUMO energy (spin up / spin down), hartree: 0.026 / -0.121
Spin multiplicity: 3
Energy relative to the best compared isomer or geometry (same formula, charge and spin), kJ/mol: 149.2
Kohn-Sham gap (spin up / spin down), Ha: 0.120 / 0.264
F_max, Eh/bohr: 0.1131
Charge: 0
E, a.u.: -291.88877